Record 1
An isolated molecule of C30H32Cl3NO, computed with wB97M-V/def2-TZVPD.

Results
LUMO in eV: -0.622
Gap between HOMO and LUMO in eV: 7.7
E in eV: -72735.341
Relative energy (zero: lowest compared OMol25 entry of this formula, charge and spin) in eV: 0.000
Strongest force on any atom in eV Å⁻¹: 0.88

Geometry as ORCA input:
```
! RIJCOSX wB97M-V def2-TZVPD def2/J DEFGRID3
* xyz 0 1
C 6.13255 2.65907 -1.46786
C 5.99715 1.29310 -2.13229
C 4.54229 0.84893 -2.29435
C 3.90593 0.41912 -0.97103
N 2.48733 0.12806 -1.13078
C 2.00515 -0.90472 -0.22346
C 2.18582 -2.30022 -0.82098
C 1.51114 -3.36646 0.03738
C 1.59427 -4.74489 -0.60546
C 1.65081 1.31588 -1.16798
C 0.61810 1.16213 -2.31706
O 1.30117 0.77223 -3.47584
C -0.46768 0.18259 -1.91882
C -0.53900 -1.04422 -2.57048
C -1.43229 -2.02117 -2.16572
Cl -1.46268 -3.53482 -3.00244
C -2.28781 -1.82106 -1.09440
C -2.25749 -0.58841 -0.46942
C -1.36897 0.42915 -0.88315
C -1.63059 1.60134 -0.05438
C -1.14561 2.89928 -0.10227
C -1.63864 3.84890 0.77853
C -2.62820 3.50562 1.68664
Cl -3.25184 4.70904 2.76090
C -3.14026 2.21851 1.75042
C -2.62504 1.26234 0.89356
C -3.02160 -0.13190 0.69364
C -3.89618 -0.89360 1.37665
C -4.54752 -0.58785 2.64266
C -3.82103 -0.08769 3.72516
C -4.43357 0.15498 4.93823
C -5.79108 -0.09431 5.07937
Cl -6.56517 0.22039 6.59117
C -6.52975 -0.60479 4.02251
C -5.90366 -0.86365 2.81905
H 7.17802 2.95390 -1.42043
H 5.74059 2.64582 -0.45404
H 5.59060 3.41239 -2.03602
H 6.54108 0.54738 -1.54857
H 6.45836 1.33953 -3.12084
H 3.96930 1.66466 -2.73850
H 4.49890 0.00339 -2.98406
H 4.06370 1.19167 -0.20275
H 4.40134 -0.49153 -0.62926
H 2.51198 -0.84656 0.75279
H 0.93945 -0.74679 -0.04819
H 3.24787 -2.52986 -0.92679
H 1.74190 -2.30897 -1.81736
H 1.98170 -3.39143 1.02315
H 0.46135 -3.09678 0.17760
H 1.12210 -5.49150 0.02841
H 2.63104 -5.03381 -0.76254
H 1.08814 -4.74347 -1.56796
H 1.14264 1.49687 -0.21300
H 2.27472 2.18275 -1.39543
H 0.15898 2.13049 -2.54517
H 1.99055 0.15723 -3.17251
H 0.11023 -1.22680 -3.41226
H -2.95786 -2.60453 -0.77873
H -0.40088 3.19663 -0.82139
H -1.26614 4.86066 0.75048
H -3.93088 1.98827 2.44504
H -4.14820 -1.86326 0.96373
H -2.76230 0.09146 3.61328
H -3.86528 0.53570 5.77206
H -7.58297 -0.80213 4.14690
H -6.47606 -1.26229 1.99465
*
```

=====

Record 2
C28H46AlNO2P3S2 as an isolated structure, computed with wB97M-V/def2-TZVPD.

Results
LUMO (alpha / beta) in eV: 0.681 / -0.234
Gap between HOMO and LUMO (alpha / beta) in eV: 7.2 / 7.0
E in eV: -91506.723
Strongest force on any atom in eV Å⁻¹: 0.52

Geometry as ORCA input:
```
! RIJCOSX wB97M-V def2-TZVPD def2/J DEFGRID3
* xyz 0 2
Al -0.36383 0.07918 -0.18023
C 3.39396 -1.96945 -0.78112
C 3.14523 -1.08407 0.44173
C 4.43058 -0.76993 1.20357
P 2.12647 0.39578 -0.02374
C 3.00127 1.48776 -1.24165
C 2.78807 0.93503 -2.66081
C 4.48606 1.79829 -1.05028
C 1.94367 1.31241 1.52478
C 2.70195 2.39582 1.95503
C 2.34034 3.10417 3.08741
C 1.17715 2.75963 3.76271
C 0.40542 1.69504 3.33614
C 0.79678 0.91756 2.24133
N 0.04005 -0.15666 1.73289
C -0.58532 -1.03261 2.61352
C -0.23027 -1.16902 3.97013
C -0.92713 -2.00953 4.81530
C -1.99521 -2.76858 4.35281
C -2.29194 -2.73421 3.00342
C -1.58534 -1.91227 2.13009
P -1.65143 -1.95683 0.33574
C -3.33439 -2.34481 -0.30956
C -4.27647 -1.27042 0.24435
C -3.89335 -3.75285 -0.12493
C -0.45963 -3.34563 -0.05995
C -0.56623 -4.58200 0.83001
C -0.50508 -3.72295 -1.54155
H 3.74849 -2.95506 -0.47257
H 4.15835 -1.53224 -1.42605
H 2.48289 -2.10009 -1.37066
H 2.46824 -1.61087 1.12484
H 5.18103 -0.32226 0.55255
H 4.84891 -1.69469 1.60771
H 4.24234 -0.09135 2.03535
H 2.42634 2.41595 -1.13206
H 3.51342 0.14757 -2.87396
H 2.93849 1.73093 -3.39347
H 1.78849 0.52748 -2.80799
H 5.09013 0.89900 -1.17502
H 4.72116 2.23896 -0.08301
H 4.79138 2.50554 -1.82465
H 3.57279 2.70346 1.39312
H 2.93950 3.94112 3.42156
H 0.85927 3.33570 4.62261
H -0.52829 1.46975 3.83362
H 0.60359 -0.60439 4.35900
H -0.63038 -2.07371 5.85511
H -2.55461 -3.40519 5.02533
H -3.07097 -3.37731 2.61665
H -3.21142 -2.16246 -1.38275
H -4.43116 -1.40021 1.31707
H -5.24599 -1.32552 -0.25302
H -3.86374 -0.27216 0.07868
H -4.01544 -4.01515 0.92521
H -3.26358 -4.50463 -0.59837
H -4.87855 -3.80264 -0.59332
H 0.50797 -2.86755 0.14691
H -1.49543 -5.12334 0.64836
H -0.51971 -4.32388 1.88599
H 0.26143 -5.26089 0.61184
H -1.39335 -4.31819 -1.76333
H 0.36835 -4.32343 -1.80433
H -0.51614 -2.83886 -2.17923
C -4.71220 2.63090 -1.79941
C -3.40477 3.29514 -2.17806
O -2.49145 2.29004 -2.63542
P -0.95272 2.26077 -2.13357
S -0.75707 -0.25382 -2.35933
S -0.97266 2.29342 -0.06829
O -0.51142 3.85246 -2.34153
C -0.34263 4.32483 -3.67837
C 1.08774 4.78451 -3.88644
H -5.44594 3.39128 -1.52881
H -4.55732 1.96396 -0.95111
H -5.09402 2.04836 -2.63800
H -2.98217 3.82403 -1.32198
H -3.55370 4.01243 -2.98856
H -1.04299 5.15015 -3.82885
H -0.59746 3.53853 -4.39862
H 1.34170 5.54663 -3.14950
H 1.21565 5.19703 -4.88797
H 1.76822 3.94106 -3.76102
*
```

=====

Record 3
C15H26O4S2 as an isolated structure in a non-equilibrium geometry, computed with wB97M-V/def2-TZVPD.

Results
LUMO in eV: 0.621
Gap between HOMO and LUMO in eV: 8.2
E in eV: -45834.519
Strongest force on any atom in eV Å⁻¹: 5.94

Geometry as ORCA input:
```
! RIJCOSX wB97M-V def2-TZVPD def2/J DEFGRID3
* xyz 0 1
C -2.68893 -3.76076 -0.15902
C -1.55305 -2.75074 -0.06386
C -1.41612 -1.81691 -1.25904
C -0.19413 -0.93712 -1.17537
C -0.06751 0.40464 -0.21706
C 1.31727 0.93156 -0.76354
O 1.64268 2.13110 -0.62587
O 2.12731 0.00736 -1.30741
C 3.53232 0.36567 -1.27561
C 4.30519 -0.66705 -2.05285
C -1.16628 1.34573 -0.61404
O -1.09571 2.52497 -0.41144
O -2.23521 0.78731 -1.25981
C -3.43029 1.58249 -1.24752
C -4.53711 1.08113 -2.14119
H -2.65645 -4.36198 0.75159
H -3.66100 -3.26337 -0.21831
H -2.56110 -4.42097 -1.02314
H -1.65090 -2.10831 0.82196
H -0.59097 -3.27113 0.03832
H -1.26005 -2.40741 -2.17842
H -2.31954 -1.22201 -1.42999
H 0.71587 -1.55402 -1.04779
H -0.10741 -0.49375 -2.18733
H 3.60024 1.37313 -1.70238
H 3.80382 0.38770 -0.21058
H 5.34363 -0.34019 -2.00188
H 4.22897 -1.66733 -1.61078
H 3.99019 -0.68395 -3.10140
H -3.75277 1.59584 -0.20585
H -3.12068 2.57914 -1.53949
H -5.39408 1.72084 -1.90601
H -4.32135 1.24014 -3.20417
H -4.86086 0.04822 -1.96237
C 2.30527 1.67477 3.41635
C 2.48448 0.18307 3.16102
S 1.62299 -0.47799 1.73097
C 0.26138 0.61948 1.18143
S -0.37656 0.78433 2.98952
C 0.83629 2.06213 3.44288
H 2.76124 1.95494 4.37226
H 2.85970 2.23101 2.65617
H 3.54365 -0.05163 3.00101
H 2.17447 -0.39059 4.03950
H 0.37001 1.75957 1.20498
H 0.56209 2.33441 4.46868
H 0.62904 2.93651 2.82687
*
```

=====

Which value of strongest force on any atom does entry 3 give?
5.94 eV Å⁻¹

=====

Among the records above, which one has the highest E?
C15H26O4S2

=====

The highest strongest force on any atom belongs to which entry?
C15H26O4S2